Density functional theory data (the ωB97M-V functional and the def2-TZVPD basis) for a molecular structure, C42H55N5V.

Geometry as XYZ:
```
103
Properties=species:S:1:pos:R:3
V -0.96 -0.57 -1.04
C 5.67 -0.22 -2.83
C 5.39 -0.55 -1.35
C 5.95 0.61 -0.46
C 5.98 -1.92 -0.95
C 3.86 -0.54 -1.24
C 3.22 0.74 -1.31
C 1.85 0.82 -1.32
N 1.03 -0.30 -1.33
C 1.67 -1.52 -1.33
C 3.08 -1.69 -1.25
C 0.84 -2.71 -1.42
C 1.26 -4.04 -1.32
C 0.46 -5.11 -1.75
C -0.82 -4.76 -2.22
C -1.28 -3.43 -2.16
N -0.48 -2.41 -1.73
C 0.87 -6.59 -1.64
C 2.37 -6.71 -1.71
C 0.41 -7.04 -0.21
C 0.28 -7.48 -2.75
H 6.74 -0.09 -3.04
H 5.15 0.70 -3.09
H 5.35 -1.09 -3.46
H 7.01 0.56 -0.24
H 5.37 0.59 0.48
H 5.80 1.59 -0.95
H 7.09 -1.78 -0.77
H 5.87 -2.70 -1.74
H 5.48 -2.30 -0.06
H 3.78 1.65 -1.48
H 1.36 1.76 -1.48
H 3.51 -2.65 -1.17
H 2.17 -4.21 -0.81
H -1.39 -5.48 -2.71
H -2.27 -3.17 -2.52
H 2.85 -6.35 -0.77
H 2.79 -6.10 -2.57
H 2.71 -7.75 -1.75
H 0.60 -6.23 0.50
H 0.93 -7.94 0.09
H -0.71 -7.11 -0.14
H 0.71 -7.19 -3.76
H -0.81 -7.48 -2.83
H 0.68 -8.49 -2.51
C -1.63 -0.10 5.91
C -0.56 0.79 5.19
C 0.83 0.46 5.77
C -0.91 2.27 5.58
C -0.50 0.56 3.70
C -0.33 -0.74 3.26
C -0.41 -1.13 1.94
N -0.76 -0.25 0.97
C -0.90 1.10 1.34
C -0.81 1.52 2.70
C -1.18 2.00 0.23
C -1.39 3.38 0.40
C -1.46 4.21 -0.76
C -1.43 3.58 -2.00
C -1.27 2.21 -2.12
N -1.22 1.41 -1.03
C -1.69 5.73 -0.62
C -1.62 6.22 0.83
C -0.61 6.56 -1.36
C -3.08 6.11 -1.23
H -1.74 0.21 6.98
H -1.34 -1.16 5.84
H -2.62 0.09 5.42
H 0.95 0.75 6.84
H 1.60 0.92 5.11
H 0.97 -0.61 5.70
H -0.89 2.37 6.67
H -1.91 2.55 5.24
H -0.20 3.03 5.26
H -0.09 -1.49 3.98
H -0.30 -2.18 1.62
H -0.75 2.59 3.01
H -1.33 3.79 1.38
H -1.52 4.13 -2.89
H -1.48 1.76 -3.11
H -0.60 6.09 1.24
H -2.33 5.65 1.44
H -1.91 7.27 0.96
H 0.43 6.21 -0.96
H -0.73 7.61 -1.05
H -0.67 6.41 -2.41
H -3.84 5.59 -0.64
H -3.17 5.77 -2.30
H -3.37 7.18 -1.11
N -3.19 -0.78 -0.71
C -4.09 0.41 -0.82
C -4.22 0.96 -2.08
C -4.83 2.19 -2.18
C -5.45 2.76 -1.10
C -5.36 2.20 0.13
C -4.68 0.98 0.30
H -3.56 -1.41 -1.44
H -3.33 -1.21 0.19
H -3.76 0.50 -2.95
H -4.80 2.74 -3.11
H -6.01 3.66 -1.32
H -5.81 2.71 0.98
H -4.59 0.53 1.29
```

LUMO energy (spin up / spin down): -5.8 / -5.9 eV
frontier orbital gap (spin up / spin down): 7.07 / 7.96 eV
ΔE to the lowest compared entry with this formula, charge and spin: 0.00 kcal per mole
total charge: +2
2S+1: 4
HOMO level (spin up / spin down): -12.874 / -13.893 eV